The following is a quantum chemistry calculation of C31H39Br4N4OSSeSiW as an isolated structure, from OMol25.

Calculated values
charge = +1
Kohn-Sham gap (alpha / beta) = 6.6 / 6.9 eV
lowest unoccupied orbital energy (alpha / beta) = -3.788 / -3.601 eV
<S²> = 2.02
E = -406840.10936 eV
HOMO (alpha / beta) = -10.42 / -10.55 eV
2S+1 = 3
energy relative to the best compared isomer or geometry (same formula, charge and spin) = 106.0 kJ/mol

Geometry as XYZ:
```
83
Properties=species:S:1:pos:R:3:lowdin_charge:R:1
W -0.38 1.23 -0.01 1.164
Br 0.12 2.55 -2.07 0.211
C -2.75 2.45 -4.64 -0.502
Br -2.74 0.75 -3.93 0.627
H -1.92 3.09 -4.39 -0.044
H -3.50 2.68 -5.38 -0.015
Br -0.50 -0.90 4.74 0.820
C 0.86 -0.98 3.43 -0.589
C 2.01 -1.72 3.63 -0.152
C 2.97 -1.80 2.63 -0.612
Br 4.49 -2.87 2.95 0.809
C 2.83 -1.13 1.42 -0.196
C 3.74 -1.21 0.28 -0.027
C 3.42 -0.63 -0.87 -0.079
C 2.18 0.16 -1.09 -0.558
N 1.33 0.34 0.10 -0.182
C 1.68 -0.35 1.27 -0.181
C 0.69 -0.29 2.23 -0.375
O -0.39 0.40 1.90 -0.302
H 2.15 -2.25 4.56 0.102
H 4.66 -1.76 0.39 0.089
H 4.07 -0.70 -1.73 0.124
H 2.44 1.15 -1.48 0.052
C -3.97 -0.69 2.85 -0.056
N -2.94 -0.50 1.84 -0.009
C -3.13 -0.77 0.56 -0.682
S -1.86 -0.61 -0.64 0.664
N -4.30 -1.23 0.14 -0.013
C -4.65 -1.53 -1.25 -0.073
H -3.57 -0.34 3.80 0.074
H -4.24 -1.74 2.96 0.101
H -4.86 -0.10 2.62 0.096
H -1.99 -0.27 2.13 0.063
H -4.98 -1.47 0.85 0.130
H -4.38 -0.69 -1.89 0.030
H -5.72 -1.68 -1.30 0.098
H -4.14 -2.42 -1.60 0.093
C 3.47 -6.31 -3.26 -0.040
C 2.89 -4.94 -3.07 -0.253
C 3.10 -3.94 -4.01 -0.006
C 2.57 -2.66 -3.86 -0.292
C 2.87 -1.63 -4.92 -0.082
C 1.80 -2.39 -2.72 -0.412
Se 1.09 -0.60 -2.59 1.014
C 1.56 -3.38 -1.77 -0.271
C 0.71 -3.18 -0.54 -0.055
C 2.12 -4.64 -1.96 -0.009
H 4.14 -6.35 -4.11 0.077
H 2.68 -7.05 -3.41 0.087
H 4.04 -6.62 -2.37 0.085
H 3.70 -4.15 -4.89 0.118
H 3.50 -2.06 -5.70 0.079
H 3.38 -0.76 -4.51 0.069
H 1.95 -1.27 -5.40 0.075
H 0.43 -2.14 -0.40 -0.010
H 1.24 -3.52 0.36 0.091
H -0.21 -3.76 -0.62 0.092
H 1.95 -5.40 -1.21 0.128
C -3.20 2.95 2.66 -0.159
Si -2.33 3.45 1.08 0.435
C -3.18 2.63 -0.39 -0.190
C -2.24 5.28 0.83 -0.147
N -0.65 2.82 1.03 -0.277
C 0.36 3.30 1.90 -0.326
C 1.69 3.29 1.49 -0.045
C 2.70 3.73 2.33 -0.059
C 2.39 4.23 3.59 -0.069
C 1.06 4.28 3.99 -0.060
C 0.05 3.83 3.16 -0.033
H -4.24 2.69 2.44 0.037
H -3.23 3.77 3.38 0.040
H -2.72 2.09 3.13 0.025
H -3.63 3.42 -1.00 0.055
H -3.98 1.96 -0.08 0.033
H -2.57 2.08 -1.11 -0.081
H -3.25 5.69 0.77 0.047
H -1.72 5.52 -0.10 0.046
H -1.72 5.78 1.65 0.039
H 1.94 2.96 0.48 0.079
H 3.72 3.71 1.99 0.112
H 3.17 4.58 4.25 0.110
H 0.80 4.67 4.97 0.112
H -0.97 3.85 3.51 0.087
```

---

The following is a quantum chemistry calculation of C31H39Cl5CoIN5O2Si4Te as an isolated structure, from OMol25.

Calculated values
charge = -2
Kohn-Sham gap (alpha / beta) = 4.6 / 5.1 eV
lowest unoccupied orbital energy (alpha / beta) = 3.655 / 2.461 eV
<S²> = 3.82
E = -191472.85680 eV
HOMO (alpha / beta) = -0.93 / -2.59 eV
2S+1 = 4
energy relative to the best compared isomer or geometry (same formula, charge and spin) = 0.0 kJ/mol

Geometry as XYZ:
```
89
Properties=species:S:1:pos:R:3:lowdin_charge:R:1
Co -0.78 2.79 0.64 0.107
C -1.71 1.30 -3.56 -0.034
C -0.34 1.86 -3.33 -0.285
N 0.44 2.06 -4.38 0.074
C 1.67 2.54 -4.17 -0.152
C 2.19 2.86 -2.94 -0.167
C 3.61 3.33 -2.81 -0.239
O 3.72 4.70 -2.46 -0.072
C 1.37 2.67 -1.78 -0.092
C 1.81 2.96 -0.48 -0.118
N 1.13 2.71 0.65 -0.113
C 1.87 2.50 1.78 -0.435
C 3.24 2.14 1.72 -0.039
C 4.01 1.96 2.84 -0.114
C 3.47 2.14 4.11 -0.133
C 2.12 2.41 4.22 -0.189
C 1.34 2.54 3.08 -0.616
I -0.76 2.76 3.33 1.075
C 0.07 2.11 -2.00 -0.326
O -0.73 1.81 -1.03 -0.271
H -1.86 1.15 -4.63 0.067
H -2.46 1.99 -3.17 0.049
H -1.83 0.36 -3.03 0.061
H 2.26 2.64 -5.07 0.094
H 4.13 3.23 -3.77 0.108
H 4.14 2.72 -2.07 0.111
H 3.04 4.88 -1.81 0.069
H 2.78 3.43 -0.36 0.103
H 3.69 1.96 0.76 0.097
H 5.04 1.65 2.74 0.094
H 4.07 2.01 4.99 0.082
H 1.66 2.51 5.19 0.081
Cl -2.76 4.40 -1.60 0.718
C -1.84 5.47 -0.61 -0.678
C -0.90 4.93 0.29 -0.158
C -0.15 5.91 0.95 -0.675
Cl 1.13 5.46 2.03 0.697
C -0.32 7.29 0.77 -0.724
Cl 0.67 8.44 1.61 0.617
C -1.30 7.75 -0.09 -0.736
Cl -1.54 9.45 -0.29 0.625
C -2.06 6.83 -0.79 -0.724
Cl -3.25 7.42 -1.89 0.631
N -2.62 2.52 0.71 0.011
C -3.55 1.83 0.54 -0.326
N -4.56 1.09 0.58 0.079
C -5.56 0.79 -0.14 -0.458
N -6.52 0.43 -0.69 0.046
C 3.05 -3.39 1.18 -0.224
Si 1.30 -3.88 1.78 0.353
C 1.14 -3.19 3.56 -0.222
C 1.37 -5.79 2.00 -0.219
Si -0.38 -2.94 0.39 -0.027
Te 0.10 -0.52 0.67 0.724
Si -2.52 -3.62 1.15 0.378
C -3.97 -2.89 0.14 -0.205
C -2.74 -5.53 1.12 -0.218
C -2.81 -3.07 2.96 -0.218
Si -0.08 -3.70 -1.83 0.375
C -1.51 -3.20 -2.99 -0.210
C 1.53 -3.05 -2.63 -0.215
C 0.02 -5.61 -2.03 -0.220
H 3.82 -3.62 1.91 0.021
H 3.08 -2.33 0.99 0.005
H 3.31 -3.90 0.26 0.008
H 2.00 -3.42 4.18 0.022
H 0.26 -3.58 4.05 0.006
H 1.05 -2.11 3.52 0.005
H 2.19 -6.09 2.65 0.020
H 1.50 -6.29 1.05 0.003
H 0.45 -6.16 2.45 0.003
H -3.97 -3.25 -0.88 0.007
H -3.89 -1.81 0.10 0.012
H -4.94 -3.12 0.57 0.029
H -2.66 -5.91 0.11 0.002
H -3.71 -5.84 1.51 0.019
H -1.97 -6.02 1.72 0.000
H -2.60 -2.01 3.06 0.020
H -2.15 -3.60 3.65 0.002
H -3.83 -3.24 3.30 0.022
H -1.72 -2.14 -2.90 0.010
H -2.42 -3.74 -2.73 0.009
H -1.29 -3.40 -4.04 0.026
H 1.57 -1.97 -2.57 0.018
H 1.63 -3.34 -3.68 0.023
H 2.41 -3.44 -2.11 0.006
H -0.89 -6.09 -1.66 0.002
H 0.85 -6.03 -1.47 0.003
H 0.14 -5.90 -3.07 0.021
```

---

The following is a quantum chemistry calculation of C31H39CoN2O2 as an isolated structure, from OMol25.

Calculated values
Kohn-Sham gap (alpha / beta) = 7.6 / 5.4 eV
lowest unoccupied orbital energy (alpha / beta) = 0.327 / -2.010 eV
<S²> = 6.03
E = -77481.62429 eV
HOMO (alpha / beta) = -7.29 / -7.45 eV
2S+1 = 5

Geometry as XYZ:
```
75
Properties=species:S:1:pos:R:3:lowdin_charge:R:1
Co 0.55 -1.17 -0.64 0.855
C 1.70 -0.56 1.03 -0.100
C 0.50 -0.05 1.59 -0.079
C 0.15 1.13 0.81 -0.064
C 1.17 1.30 -0.14 0.002
C 2.14 0.28 -0.04 -0.220
C 3.49 0.21 -0.71 -0.539
C 3.53 -1.03 -1.61 -0.032
C 3.75 1.45 -1.56 -0.039
C 4.59 0.09 0.36 -0.034
C -1.00 2.13 0.89 -0.507
C -1.07 2.81 2.27 -0.042
C -0.80 3.25 -0.13 -0.053
C -2.36 1.49 0.57 -0.034
C 0.03 -0.59 2.94 -0.498
C -1.49 -0.72 3.10 -0.024
C 0.62 -2.00 3.19 -0.040
C 0.60 0.32 4.05 -0.023
H 2.32 -1.32 1.49 0.122
H 1.24 2.11 -0.84 0.111
H 2.85 -0.91 -2.45 0.074
H 3.25 -1.93 -1.06 0.089
H 4.54 -1.18 -2.01 0.093
H 2.99 1.56 -2.33 0.084
H 4.72 1.38 -2.05 0.089
H 3.75 2.35 -0.94 0.091
H 4.51 -0.86 0.89 0.080
H 4.52 0.90 1.08 0.092
H 5.57 0.13 -0.11 0.087
H -0.09 3.13 2.60 0.090
H -1.49 2.15 3.02 0.059
H -1.71 3.68 2.20 0.087
H 0.10 3.82 0.07 0.091
H -1.64 3.94 -0.09 0.091
H -0.75 2.86 -1.15 0.073
H -2.54 0.59 1.14 0.056
H -2.40 1.24 -0.49 0.054
H -3.15 2.21 0.78 0.093
H -1.90 -1.34 2.31 0.071
H -1.98 0.25 3.08 0.057
H -1.72 -1.19 4.05 0.093
H 0.46 -2.64 2.34 0.059
H 0.13 -2.45 4.05 0.094
H 1.68 -1.95 3.41 0.085
H 0.18 1.32 4.00 0.057
H 1.68 0.40 3.95 0.092
H 0.36 -0.11 5.02 0.093
O 0.20 -3.02 -0.11 -0.119
C -0.84 -3.53 0.45 -0.371
C -0.69 -4.71 1.24 -0.028
C -1.74 -5.25 1.94 -0.088
C -3.01 -4.67 1.86 -0.104
C -3.21 -3.57 1.06 -0.061
C -2.16 -2.98 0.35 -0.171
C -2.43 -1.89 -0.53 -0.061
N -1.50 -1.20 -1.11 -0.053
N -1.79 -0.31 -2.05 0.051
C -0.72 0.06 -2.75 -0.452
O 0.43 -0.42 -2.54 -0.081
C -0.92 1.12 -3.75 -0.151
C 0.07 1.35 -4.71 -0.026
C -0.03 2.43 -5.56 -0.083
C -1.10 3.30 -5.46 -0.091
C -2.10 3.06 -4.53 -0.081
C -2.01 1.97 -3.68 -0.039
H 0.30 -5.15 1.30 0.114
H -1.59 -6.12 2.55 0.101
H -3.83 -5.08 2.43 0.094
H -4.19 -3.12 0.98 0.110
H -3.47 -1.67 -0.77 0.135
H 0.91 0.67 -4.76 0.112
H 0.74 2.60 -6.30 0.101
H -1.17 4.16 -6.12 0.099
H -2.94 3.74 -4.45 0.101
H -2.78 1.78 -2.95 0.103
```

---

no.,F_max (eV/A)
1,0.7
2,2.1
3,1.9